1.
18
Properties=species:S:1:pos:R:3 method="wB97M-V/def2-TZVPD" e_tot_ha=-1861.23733 lumo_ev="-9.569 / -8.915" homo_ev="-13.93 / -13.93" homo_lumo_gap_ev="4.4 / 5.0" spin_multiplicity=2 de_lowest_kj_mol=624.2 molar_mass_da=192.47 charge=+1
O 2.62602 1.25515 -2.50288
V 2.66635 -0.20672 -1.95287
Cl 1.00426 0.27375 -0.20697
O -0.07568 3.12727 -1.96422
H -0.99668 3.34432 -1.79064
H 0.20939 2.62386 -1.19867
O 1.68294 -2.87984 0.69556
H 1.51492 -1.93489 0.71556
H 0.84409 -3.27617 0.43081
O 0.58303 0.89124 3.49226
H 1.11511 0.10717 3.65475
H 0.33553 0.83693 2.56643
O -2.63775 0.05283 -1.10057
H -1.70798 0.13418 -1.32835
H -3.10379 0.12051 -1.93920
O -1.22795 -1.82414 0.97174
H -2.13530 -1.51181 0.88605
H -0.69652 -1.13363 0.57122

=====

2.
18
Properties=species:S:1:pos:R:3 method="wB97M-V/def2-TZVPD" e_tot_ha=-2505.22513 lumo_ev=-17.394 homo_ev=-21.75 homo_lumo_gap_ev=4.4 spin_multiplicity=1 molar_mass_da=172.95 charge=+3
Zn 1.79607 -0.44666 -1.32735
N -0.89118 -1.59808 -1.84851
H -0.55066 -1.27570 -0.95397
H -0.69495 -0.91802 -2.56902
H -1.89171 -1.68882 -1.74458
H -0.46257 -2.48314 -2.07889
N 0.22939 2.15074 -0.50835
H 0.03193 1.22731 -0.15003
H 0.40044 2.07602 -1.50095
H 1.10156 2.39598 -0.06194
H -0.53781 2.75718 -0.25592
Cl 0.72777 -0.07281 0.19325
O -1.23574 -0.72268 1.77928
H -1.04707 -0.03756 2.42056
H -0.72668 -0.47554 1.00726
O 1.04800 -0.46550 2.82093
H 1.99561 -0.34264 2.76456
H 0.70758 -0.08007 2.01359

=====

3.
19
Properties=species:S:1:pos:R:3 method="wB97M-V/def2-TZVPD" e_tot_ha=-918.96167 lumo_ev=3.563 homo_ev=-6.38 homo_lumo_gap_ev=9.9 spin_multiplicity=1 de_lowest_kj_mol=11.2 molar_mass_da=143.54 charge=-1
Cl -0.43675 -0.25244 -1.15190
O 1.18431 -0.69381 2.14190
H 1.41536 0.21569 1.92003
H 0.71108 -1.00681 1.35258
O 2.83114 -0.50678 -1.18726
H 1.87717 -0.51043 -1.41219
H 2.82455 -0.48257 -0.22415
O 1.67766 2.67091 -0.76467
H 2.46310 2.14933 -0.57022
H 0.95447 2.02628 -0.69731
O -3.68082 0.10307 -1.37808
H -3.72759 1.04556 -1.56604
H -2.76853 -0.01083 -1.03527
O -0.48999 -2.92794 0.47898
H -0.39662 -3.70848 -0.07458
H -0.59556 -2.18482 -0.15922
O -1.28744 1.74455 1.34687
H -1.27094 1.35680 2.22848
H -1.28460 0.97275 0.75206

=====

4.
23
Properties=species:S:1:pos:R:3 method="wB97M-V/def2-TZVPD" e_tot_ha=-1187.90860 lumo_ev=-3.394 homo_ev=-11.35 homo_lumo_gap_ev=8.0 spin_multiplicity=1 molar_mass_da=368.76 charge=+1
Pb -31.72400 -16.16900 -0.41100
Cl -33.67300 -16.28300 1.39800
O -33.04100 -14.24000 -1.00200
H -33.80400 -14.12000 -0.37600
H -32.72300 -13.35300 -0.89600
O -32.46200 -18.65900 -0.53000
H -33.29200 -18.83800 -0.09800
H -32.19200 -19.52200 -0.79800
O -30.72500 -17.42400 1.31700
H -30.76300 -17.73900 2.19400
H -30.16200 -18.11400 0.98100
O -30.11100 -17.64700 -1.50200
H -30.39400 -18.54600 -1.68600
H -29.13800 -17.56200 -1.36000
O -32.99600 -16.46300 -2.49700
H -33.21800 -15.58200 -2.89000
H -32.73500 -17.08900 -3.16800
O -30.56400 -14.69400 0.95400
H -31.00300 -14.19200 1.63500
H -29.95400 -15.18200 1.49900
O -30.25200 -14.96300 -2.23200
H -29.93700 -15.79500 -2.62400
H -30.74000 -14.70800 -3.02300

=====

5.
28
Properties=species:S:1:pos:R:3 method="wB97M-V/def2-TZVPD" e_tot_ha=-1148.01430 lumo_ev="-0.506 / -6.785" homo_ev="-11.44 / -11.37" homo_lumo_gap_ev="10.9 / 4.6" spin_multiplicity=2 de_lowest_kj_mol=46.7 molar_mass_da=197.59 charge=0
Cl -0.09353 -0.07769 -0.33096
O 2.48446 -0.98677 1.98128
H 1.87524 -1.33309 1.32925
H 2.55081 -0.05415 1.77623
O -3.12926 -1.19673 0.84380
H -2.29277 -0.96072 0.44279
H -3.64025 -0.38751 0.82700
O -2.50766 0.70120 -2.54706
H -1.71768 0.35005 -2.13613
H -3.22898 0.29328 -2.06796
O 0.69094 -2.91448 1.14229
H 0.51834 -2.24380 0.48152
H 1.23264 -3.56202 0.69120
O -1.48743 2.31493 1.60404
H -1.03411 1.89260 0.87441
H -2.41567 2.15209 1.43642
O 2.47351 2.29304 -0.26646
H 1.56966 2.00283 -0.14371
H 2.97017 1.82022 0.40137
O 0.09892 1.78229 -3.01969
H 0.19400 1.10131 -2.35377
H -0.81834 1.72910 -3.28809
O 2.82878 -1.10792 -2.40139
H 1.92257 -1.19073 -2.10449
H 3.22455 -1.95680 -2.20388
O -0.43442 -0.29177 3.18345
H -1.34066 -0.56258 3.33047
H -0.49373 0.39374 2.51803

=====

6.
44
Properties=species:S:1:pos:R:3 method="wB97M-V/def2-TZVPD" e_tot_ha=-1754.73165 lumo_ev=2.516 homo_ev=-7.91 homo_lumo_gap_ev=10.4 spin_multiplicity=1 de_lowest_kj_mol=0.0 molar_mass_da=333.64 charge=-1
Cl -0.11634 -0.21482 -0.11801
O -0.80520 -1.29333 -0.76905
O 0.53697 0.63297 -1.08279
O -1.11561 0.55290 0.61132
O 0.85671 -0.75537 0.80888
O 2.98737 1.82795 -2.51616
H 2.30660 1.21493 -2.21176
H 3.55270 1.29502 -3.08084
O 3.71240 -1.75078 1.93838
H 3.30887 -0.90441 2.15004
H 3.97021 -1.64360 1.00768
O -0.19713 2.41039 3.09058
H -0.63846 1.89410 2.40026
H -0.74823 2.27233 3.86595
O 1.74392 -3.40920 -0.65827
H 1.48997 -2.79083 0.04342
H 1.80580 -4.25923 -0.21478
O -3.85567 0.36581 -0.76662
H -3.04372 -0.14696 -0.65304
H -4.47087 -0.02022 -0.13714
O 1.86110 2.99600 1.17722
H 1.44692 2.23767 0.75120
H 1.13898 3.42723 1.64536
O -0.52200 -2.57942 -4.05428
H -0.94930 -1.71133 -4.16387
H -0.40065 -2.64389 -3.10097
O 0.39069 -0.32661 3.73574
H 1.04865 -0.40887 3.03481
H 0.68143 0.43390 4.24513
O 3.80587 -1.17692 -0.87104
H 2.88962 -1.47898 -0.93112
H 4.29487 -1.82520 -1.38688
O -2.11456 -2.06947 2.23562
H -1.53078 -1.31300 2.09513
H -1.54364 -2.73582 2.62653
O -3.66225 2.44480 2.09244
H -3.19535 2.42171 1.24955
H -4.06184 1.57293 2.15735
O -1.94522 -0.21221 -3.54878
H -1.67953 0.21551 -2.72531
H -2.89719 -0.32116 -3.46559
O -1.40414 2.53992 -2.55631
H -0.71651 2.51515 -1.87946
H -2.21547 2.72037 -2.07052

=====

7.
7
Properties=species:S:1:pos:R:3 method="wB97M-V/def2-TZVPD" e_tot_ha=-1387.56246 smiles="O=[S@H](=S)NCl" lumo_ev=-0.617 homo_ev=-10.06 homo_lumo_gap_ev=9.4 spin_multiplicity=1 de_lowest_kj_mol=413.4 molar_mass_da=131.61 charge=0
N -0.59259 -0.70800 -0.32116
O 0.42770 2.07879 -0.12834
S 2.20139 -0.73761 -0.09702
S 0.63195 0.29016 0.28232
Cl -2.27574 -0.42073 0.04596
H -0.31930 -0.76410 -1.24879
H -0.07341 0.26149 1.46703

=====

8.
7
Properties=species:S:1:pos:R:3 method="wB97M-V/def2-TZVPD" e_tot_ha=-1387.56236 lumo_ev="-1.753 / -1.730" homo_ev="-9.37 / -9.11" homo_lumo_gap_ev="7.6 / 7.4" spin_multiplicity=1 de_lowest_kj_mol=413.7 molar_mass_da=131.61 charge=0
N -1.67641 1.63562 0.37969
O 2.87372 0.38745 -1.10824
S 1.00300 -0.17026 0.95892
S 2.87016 0.41989 0.34486
Cl -0.29124 1.17726 -0.34610
H -1.43627 2.42091 1.00871
H 3.39813 -0.83508 1.03612

=====

9.
4
Properties=species:S:1:pos:R:3 method="wB97M-V/def2-TZVPD" e_tot_ha=-536.71139 lumo_ev=4.458 homo_ev=-3.81 homo_lumo_gap_ev=8.3 spin_multiplicity=1 de_lowest_kj_mol=11.7 molar_mass_da=53.47 charge=-1
O 0.51834 -0.92968 0.13836
H 0.32368 -1.04197 1.09635
H 0.00492 -0.13342 -0.12740
Cl -0.84695 2.10506 -1.10731

=====

10.
4
Properties=species:S:1:pos:R:3 method="wB97M-V/def2-TZVPD" e_tot_ha=-536.70293 lumo_ev=4.027 homo_ev=-3.61 homo_lumo_gap_ev=7.6 spin_multiplicity=1 de_lowest_kj_mol=33.9 molar_mass_da=53.47 charge=-1
O -0.29258 -1.32636 -0.14590
H -0.25469 -0.35689 0.01821
H 0.51962 -1.52184 -0.66589
Cl 0.02765 3.20510 0.79358

=====

11.
7
Properties=species:S:1:pos:R:3 method="wB97M-V/def2-TZVPD" e_tot_ha=-1028.42977 smiles=OP(O)OCl lumo_ev=0.223 homo_ev=-9.24 homo_lumo_gap_ev=9.5 spin_multiplicity=1 de_lowest_kj_mol=345.5 molar_mass_da=116.44 charge=0
O -1.12004 -0.45801 1.08463
O 0.62569 0.84735 0.45540
O 0.36705 -1.18076 -1.06184
P 0.39733 -0.63222 0.94428
Cl -0.32259 -0.08223 -2.05092
H -1.42537 0.37742 0.52583
H 1.47793 1.12846 0.10262

=====

12.
8
Properties=species:S:1:pos:R:3 method="wB97M-V/def2-TZVPD" e_tot_ha=-1426.63752 smiles="OO[P@@](O)(=S)Cl" lumo_ev=0.309 homo_ev=-10.01 homo_lumo_gap_ev=10.3 spin_multiplicity=1 de_lowest_kj_mol=127.3 molar_mass_da=148.51 charge=0
O 1.29136 0.59207 1.55949
O -0.32803 0.44874 -1.65540
O 0.30353 0.94621 0.62790
P -0.60462 -0.11794 -0.18267
S -0.05907 -1.93207 0.33541
Cl -2.45122 0.53885 0.11262
H 1.71315 -0.28493 1.38779
H 0.13490 -0.19093 -2.18515

=====

Please write out number 11 again, unchanged.
7
Properties=species:S:1:pos:R:3 method="wB97M-V/def2-TZVPD" e_tot_ha=-1028.42977 smiles=OP(O)OCl lumo_ev=0.223 homo_ev=-9.24 homo_lumo_gap_ev=9.5 spin_multiplicity=1 de_lowest_kj_mol=345.5 molar_mass_da=116.44 charge=0
O -1.12004 -0.45801 1.08463
O 0.62569 0.84735 0.45540
O 0.36705 -1.18076 -1.06184
P 0.39733 -0.63222 0.94428
Cl -0.32259 -0.08223 -2.05092
H -1.42537 0.37742 0.52583
H 1.47793 1.12846 0.10262